# 1
The following is a DFT calculation (ωB97M-V/def2-TZVPD) of C21H34BBr33N3O4S as an isolated structure.

The geometry in ORCA input format:
```
! wB97M-V def2-TZVPD RIJCOSX def2/J DEFGRID3
* xyz 1 1
C -1.4851 0.3322 2.5148
C -2.2746 0.6439 1.2466
N -1.6097 0.1923 0.0075
C -1.6279 -1.1341 -0.2341
N -2.7063 -1.8230 -0.5972
N -0.4091 -1.6748 -0.0770
C 0.5707 -0.6336 -0.4585
S 1.9755 -1.0028 0.6644
C 3.4408 -0.3353 -0.0454
O 1.7422 -0.4701 1.9723
O 2.0676 -2.4360 0.5596
C -0.2533 0.6821 -0.4398
C -0.4989 1.2625 -1.8994
C 0.4041 0.7874 -3.0342
C -0.1197 1.3833 -4.3449
C 1.8993 1.1002 -2.8457
B 0.3601 1.9331 0.3354
O 1.7077 2.0083 0.3881
O -0.3928 2.9644 0.8260
H -1.1794 1.2473 3.0092
H -0.6208 -0.2986 2.3339
H -2.1224 -0.1998 3.2181
H -2.5483 1.6909 1.1851
H -3.2295 0.1154 1.2843
H -3.3734 -1.4403 -1.2413
H -2.8464 -2.7589 -0.2445
H -0.2264 -2.5985 -0.4504
H 0.9351 -0.9315 -1.4407
H 3.7444 -1.0169 -0.8357
H 4.1702 -0.2950 0.7583
H 3.2601 0.6463 -0.4654
H -0.4339 2.3544 -1.8538
H -1.5284 1.0309 -2.1671
H 0.2759 -0.2918 -3.1374
H -1.2124 1.3717 -4.3533
H 0.2018 0.7885 -5.1995
H 0.1968 2.4194 -4.4571
H 2.2672 1.6441 -3.7144
H 2.4935 0.1883 -2.7907
H 2.1006 1.7302 -1.9822
H 2.0372 2.6927 0.9963
H -1.2482 3.0475 0.4017
C -4.5185 -2.9499 2.7513
Br -4.4236 -1.3743 3.8390
Br -5.4596 -2.6210 1.1043
Br -2.7716 -3.6976 2.4023
H -5.0877 -3.6783 3.3107
C 0.0066 -2.9894 -5.2262
Br -0.3725 -2.7865 -3.3397
Br 1.8275 -2.5386 -5.6259
Br -0.4567 -4.7458 -5.8209
H -0.6297 -2.2915 -5.7519
C 1.3344 3.1654 -7.3354
Br 1.3773 4.8635 -6.4353
Br 1.1652 3.3604 -9.2375
Br 2.8581 2.0839 -6.8794
H 0.4564 2.6424 -6.9873
C -4.7856 2.4412 5.5809
Br -5.6485 0.9279 6.3879
Br -2.8857 2.1645 5.4413
Br -5.5641 2.8824 3.8789
H -4.9342 3.2871 6.2359
C 0.0636 -2.9692 5.3538
Br 0.2409 -1.1817 6.0382
Br -1.6642 -3.7108 5.7832
Br 0.4908 -3.0316 3.4728
H 0.7969 -3.5831 5.8551
C -4.3128 -5.2399 -5.7236
Br -5.7354 -6.4092 -5.1900
Br -4.2793 -4.9680 -7.6234
Br -4.3942 -3.5581 -4.7759
H -3.3817 -5.7108 -5.4450
C 3.4712 -2.3669 -9.2547
Br 2.8195 -0.5635 -9.4156
Br 2.5775 -3.5570 -10.4704
Br 5.3805 -2.4467 -9.4497
H 3.2372 -2.7034 -8.2562
C 2.6970 3.2098 4.5875
Br 1.0426 2.2556 4.7589
Br 2.9188 3.9052 2.8030
Br 2.8848 4.5997 5.8921
H 3.4875 2.4914 4.7473
C -2.7535 -4.6245 9.6189
Br -3.2787 -5.7099 11.1104
Br -3.9989 -4.7839 8.1593
Br -2.5008 -2.7867 10.1192
H -1.8024 -4.9945 9.2648
C 1.3890 7.2035 1.6758
Br 1.2918 9.0870 1.3299
Br -0.3265 6.4682 2.1362
Br 2.1890 6.2586 0.1997
H 2.0358 7.0594 2.5297
C 6.9085 1.7803 3.7140
Br 5.2832 0.7768 3.9538
Br 7.0348 2.4797 1.9279
Br 7.0641 3.1660 5.0333
H 7.7321 1.0959 3.8547
*
```

Properties
Total energy in hartree: -86651.07293
Molecular weight in g/mol: 3072.23
Highest occupied orbital energy in eV: -11.6
LUMO energy in eV: -2.73

***

# 2
The following is a DFT calculation (ωB97M-V/def2-TZVPD) of a 2-piece molecular cluster, C21H34FN2O2S2 overall.

The geometry in ORCA input format:
```
! wB97M-V def2-TZVPD RIJCOSX def2/J DEFGRID3
* xyz 1 1
F -4.1276 2.0209 0.9785
C -3.3911 0.7966 0.8929
C -4.3531 -0.3466 1.1944
C -3.9426 -1.3626 2.2610
C -2.8798 -2.3974 1.8359
S -1.3460 -2.1884 2.7872
C -0.0869 -2.3882 1.5281
S -0.1508 -1.4491 0.1651
N 0.9427 -3.2075 1.8227
C 1.6521 -3.8274 0.6778
C 0.7569 -4.8888 0.0636
O 0.5452 -5.9229 1.0098
C -0.1027 -5.4130 2.1617
C 0.7307 -4.3096 2.8003
C -2.2393 1.0282 1.8381
N -1.5499 2.1750 1.1438
C -1.5511 1.7896 -0.3337
C -1.5317 3.0318 -1.2473
C -0.4875 2.9120 -2.3296
C -0.8172 2.4297 -3.5926
C 0.1590 2.3079 -4.5657
C 1.4680 2.6738 -4.2921
C 1.8100 3.1494 -3.0314
C 0.8312 3.2652 -2.0614
C -2.7332 0.8350 -0.4789
H -5.2841 0.1192 1.5144
H -4.5570 -0.8708 0.2588
H -3.6527 -0.8804 3.1962
H -4.8497 -1.9225 2.4928
H -3.2391 -3.3987 2.0649
H -2.6794 -2.3385 0.7682
H 2.0401 -3.0932 -0.0217
H 2.5115 -4.3569 1.0893
H -0.2053 -4.4627 -0.2464
H 1.2339 -5.3191 -0.8147
H -0.2181 -6.2377 2.8620
H -1.0935 -5.0355 1.8756
H 1.7154 -4.7302 3.0031
H 0.3331 -3.9617 3.7467
H -1.5014 0.2263 1.8525
H -2.4807 1.2676 2.8706
H -0.5736 2.2360 1.4261
H -2.0098 3.0695 1.3028
H -0.6186 1.2635 -0.5323
H -1.2722 3.9041 -0.6369
H -2.5194 3.2264 -1.6626
H -1.8413 2.1470 -3.8040
H -0.0946 1.9283 -5.5461
H 2.2175 2.5835 -5.0674
H 2.8270 3.4365 -2.7964
H 1.1151 3.6491 -1.0864
H -3.4931 1.1620 -1.1870
H -2.4505 -0.1839 -0.7374
C 6.3148 2.5309 -0.0835
C 5.7954 2.7740 -1.4866
O 4.6414 3.6183 -1.4970
H 5.5388 2.0810 0.5369
H 7.1792 1.8668 -0.0975
H 6.6155 3.4700 0.3863
H 5.4818 1.8393 -1.9490
H 6.5772 3.2149 -2.1117
H 4.8908 4.4638 -1.1109
*
```

Properties
Total energy in hartree: -1976.57862
Molecular weight in g/mol: 429.65
Highest occupied orbital energy in eV: -11.3
LUMO energy in eV: -2.69

***

# 3
The following is a DFT calculation (ωB97M-V/def2-TZVPD) of C21H34GaP2 as an isolated structure.

The geometry in ORCA input format:
```
! wB97M-V def2-TZVPD RIJCOSX def2/J DEFGRID3
* xyz 1 1
Ga -0.4263 0.1771 0.3912
C -1.7495 -1.1875 2.1427
C -2.7310 -1.4809 1.2176
C -3.2015 -0.2594 0.6464
C -2.4998 0.8012 1.1935
C -1.4951 0.2502 2.1233
C -0.9680 1.0357 3.3016
C -2.8149 2.2620 1.0240
C -4.2801 -0.1345 -0.3848
C -3.2293 -2.8542 0.8704
C -1.1222 -2.1563 3.0990
H -1.7896 1.3129 3.9675
H -0.4646 1.9576 3.0088
H -0.2534 0.4518 3.8831
H -2.1001 2.8872 1.5536
H -3.8004 2.4914 1.4359
H -2.8289 2.5761 -0.0232
H -5.2637 -0.0783 0.0897
H -4.3002 -0.9887 -1.0629
H -4.1585 0.7679 -0.9862
H -4.0329 -3.1662 1.5414
H -2.4375 -3.6013 0.9472
H -3.6242 -2.8981 -0.1455
H -1.7785 -2.3224 3.9574
H -0.1795 -1.7914 3.4971
H -0.9444 -3.1306 2.6401
C 3.5635 -0.3735 -0.3733
P 2.1680 -0.1592 0.7797
C 2.3574 -1.5850 1.8934
C 2.6171 1.3100 1.7483
C 3.6231 1.2965 2.7101
C 3.9261 2.4436 3.4290
C 3.2255 3.6161 3.1829
C 2.2295 3.6456 2.2168
C 1.9174 2.4998 1.4871
P 0.5982 2.4987 0.2218
C -0.1500 4.1488 0.3293
C 1.4684 2.5852 -1.3842
H 4.4825 -0.4655 0.2066
H 3.6503 0.4792 -1.0448
H 3.4169 -1.2763 -0.9673
H 3.3762 -1.6790 2.2704
H 2.1094 -2.4888 1.3346
H 1.6699 -1.4986 2.7268
H 4.1720 0.3836 2.9132
H 4.7047 2.4223 4.1811
H 3.4545 4.5138 3.7434
H 1.6982 4.5717 2.0440
H -0.5883 4.3285 1.3090
H -0.9405 4.2111 -0.4173
H 0.6005 4.9099 0.1152
H 2.2779 3.3143 -1.3471
H 0.7505 2.8829 -2.1503
H 1.8686 1.6116 -1.6623
C -0.6047 -0.9561 -1.1768
H 0.0948 -0.6430 -1.9521
H -1.6173 -0.9395 -1.5719
H -0.3585 -1.9722 -0.8693
*
```

Properties
Total energy in hartree: -3427.89947
Molecular weight in g/mol: 418.17
Highest occupied orbital energy in eV: -10.5
LUMO energy in eV: -2.50

***

# 4
The following is a DFT calculation (ωB97M-V/def2-TZVPD) of a 3-piece molecular cluster, C21H34IN3 overall.

The geometry in ORCA input format:
```
! wB97M-V def2-TZVPD RIJCOSX def2/J DEFGRID3
* xyz 3 2
I 0.7754 0.2152 2.6523
C -6.5330 2.8311 3.5533
C -5.5777 1.6391 3.5111
C -5.9713 0.8232 2.2370
N -4.9760 -0.3386 1.9112
C -5.5064 -1.0119 0.6330
C -4.5332 -2.1582 0.0914
C -3.0953 -1.6171 -0.1040
C -2.6095 -0.7880 1.1068
C -3.5789 0.2843 1.5527
C -4.8909 -1.3036 3.1209
H -6.4243 3.3875 2.6224
H -6.4566 3.4955 4.4140
H -7.5515 2.4529 3.6425
H -5.6318 1.0159 4.4038
H -4.5962 2.1078 3.4393
H -6.0379 1.4028 1.3162
H -6.9362 0.3535 2.4278
H -5.6303 -0.2238 -0.1097
H -6.5335 -1.3205 0.8282
H -5.0316 -2.6016 -0.7707
H -4.5069 -2.9633 0.8257
H -2.9911 -1.0438 -1.0252
H -2.4166 -2.4671 -0.1732
H -1.6229 -0.3512 0.9521
H -2.3227 -1.4247 1.9438
H -3.7276 0.9939 0.7388
H -3.1283 0.7773 2.4140
H -4.7068 -0.8558 4.0974
H -4.2148 -2.0956 2.7987
H -5.7980 -1.8967 3.2375
C 4.4938 0.6705 -6.9389
N 4.5118 0.7088 -5.4769
C 3.9198 -0.2820 -4.8143
C 3.9343 -0.2793 -3.4100
C 4.8155 0.5599 -2.7307
C 5.4785 1.5279 -3.4258
C 5.2516 1.6453 -4.8236
C 5.1618 0.2496 -1.3133
C 6.4654 -0.2129 -0.9517
C 6.6914 -0.5447 0.4015
N 5.6608 -0.5129 1.2653
C 4.4025 -0.1019 0.9668
C 4.1510 0.3138 -0.3650
C 5.9871 -1.0725 2.6303
H 3.8051 1.4939 -7.1287
H 4.1552 -0.3002 -7.3011
H 5.5497 0.7436 -7.1994
H 3.2676 -0.9337 -5.3768
H 3.2588 -0.9486 -2.8980
H 6.2141 2.1816 -2.9808
H 5.6702 2.3436 -5.5332
H 7.2752 -0.3691 -1.6490
H 7.6102 -0.9309 0.8174
H 3.5830 -0.0995 1.6702
H 3.1646 0.5242 -0.7513
H 6.5031 -0.3233 3.2308
H 6.6826 -1.9108 2.6688
H 5.0977 -1.4587 3.1282
*
```

Properties
Total energy in hartree: -1281.58004
Molecular weight in g/mol: 455.43
Highest occupied orbital energy (spin up / spin down) in eV: -17.3 / -17.0
Expectation value of S²: 0.75
LUMO energy (spin up / spin down) in eV: -8.95 / -10.28

***

# 5
The following is a DFT calculation (ωB97M-V/def2-TZVPD) of one molecule with the formula C21H34N2O.

The geometry in ORCA input format:
```
! wB97M-V def2-TZVPD RIJCOSX def2/J DEFGRID3
* xyz 0 1
O 4.9340 1.6406 4.6531
C 4.0964 1.0019 3.7891
C 3.6420 -0.2901 4.0168
C 2.7928 -0.8972 3.1094
C 2.3791 -0.2346 1.9618
C 1.4876 -0.8938 0.9542
C 2.2974 -1.3863 -0.2775
C 3.3279 -2.4589 0.1313
N 2.7340 -3.7381 0.4658
C 1.9208 -4.2121 -0.6367
C 0.8641 -3.1881 -1.0721
N 1.5170 -1.9315 -1.3673
C 0.7873 -1.0269 -2.2244
C -0.6559 -0.6713 -1.8291
C -1.2714 0.2853 -2.8468
C -2.7541 0.5696 -2.5980
C -3.0875 1.2184 -1.2494
C -4.6046 1.3803 -1.1182
C -4.9810 2.0059 0.2212
C -4.3055 3.3634 0.3824
C -2.7931 3.2137 0.2607
C -2.4175 2.5823 -1.0773
C 2.8380 1.0617 1.7480
C 3.6852 1.6783 2.6449
H 5.1383 1.0606 5.3963
H 3.9538 -0.8219 4.9067
H 2.4481 -1.9027 3.3059
H 0.9614 -1.7337 1.4115
H 0.7452 -0.1725 0.6104
H 2.8488 -0.5253 -0.6742
H 4.0014 -2.6295 -0.7130
H 3.9151 -2.1074 0.9815
H 2.1549 -3.6360 1.2951
H 2.5952 -4.4050 -1.4755
H 1.4418 -5.1503 -0.3473
H 0.0955 -3.0968 -0.2832
H 0.3711 -3.5372 -1.9824
H 1.3733 -0.1073 -2.3048
H 0.7573 -1.4872 -3.2213
H -1.2560 -1.5824 -1.7826
H -0.6694 -0.2099 -0.8424
H -0.7086 1.2205 -2.8518
H -1.1738 -0.1538 -3.8434
H -3.3044 -0.3725 -2.6703
H -3.1178 1.2220 -3.3964
H -2.7485 0.5587 -0.4437
H -5.0883 0.4057 -1.2189
H -4.9683 2.0169 -1.9285
H -6.0656 2.1175 0.2859
H -4.6643 1.3457 1.0323
H -4.5615 3.7968 1.3517
H -4.6664 4.0421 -0.3940
H -2.3127 4.1901 0.3553
H -2.4267 2.5823 1.0742
H -1.3325 2.4782 -1.1298
H -2.7311 3.2406 -1.8912
H 2.5215 1.5982 0.8652
H 4.0398 2.6834 2.4809
*
```

Properties
Total energy in hartree: -1005.35197
Energy above the lowest of the compared OMol25 structures with the same formula, charge and spin in kJ/mol: 15.5
SMILES: Oc1ccc(C[C@H]2CNCCN2CCCCC2CCCCC2)cc1
Molecular weight in g/mol: 330.52
Highest occupied orbital energy in eV: -7.7
LUMO energy in eV: 0.76

***

# 6
The following is a DFT calculation (ωB97M-V/def2-TZVPD) of an isolated ion of composition C21H34NO3 and charge +1.

The geometry in ORCA input format:
```
! wB97M-V def2-TZVPD RIJCOSX def2/J DEFGRID3
* xyz 1 1
C -4.0377 -1.4333 -1.9617
C -3.4263 -1.3543 -0.5706
N -3.3207 0.0193 0.0087
C -2.3741 0.8191 -0.8009
C -4.6344 0.7398 0.0023
C -5.8091 0.0098 0.6366
C -2.8369 -0.0569 1.4232
C -1.6915 -1.0385 1.6971
O -0.6346 -0.8539 0.7760
C 0.4854 -0.2378 1.2130
O 0.6723 0.0324 2.3645
C 1.4027 0.1005 0.0482
O 0.7679 -0.3592 -1.1296
C 1.5392 1.6248 0.0517
C 2.1131 2.2838 1.1328
C 2.2415 3.6610 1.1198
C 1.7982 4.3963 0.0329
C 1.2149 3.7460 -1.0395
C 1.0817 2.3680 -1.0286
C 2.7736 -0.5863 0.2789
C 3.7958 -0.1715 -0.7808
C 5.1421 -0.8317 -0.4939
C 4.9983 -2.3502 -0.4751
C 3.9695 -2.7726 0.5686
C 2.6215 -2.1090 0.2997
H -5.0620 -1.0750 -1.9972
H -3.4466 -0.9006 -2.7001
H -4.0496 -2.4803 -2.2547
H -2.4122 -1.7530 -0.6197
H -4.0134 -1.9607 0.1208
H -2.2121 1.7912 -0.3385
H -1.4172 0.3043 -0.8854
H -2.7794 0.9778 -1.7968
H -4.8786 0.9621 -1.0371
H -4.4803 1.6895 0.5193
H -6.6806 0.6546 0.5508
H -6.0426 -0.9217 0.1303
H -5.6646 -0.1913 1.6942
H -3.6689 -0.3525 2.0625
H -2.5158 0.9469 1.7101
H -2.0145 -2.0794 1.6266
H -1.3183 -0.8502 2.7125
H 1.4377 -0.3870 -1.8237
H 2.4477 1.7262 1.9922
H 2.6932 4.1609 1.9626
H 1.9058 5.4698 0.0231
H 0.8640 4.3082 -1.8917
H 0.6237 1.8703 -1.8710
H 3.1336 -0.2618 1.2585
H 3.9064 0.9152 -0.7880
H 3.4625 -0.4851 -1.7752
H 5.8644 -0.5332 -1.2551
H 5.5139 -0.4883 0.4732
H 5.9613 -2.8103 -0.2515
H 4.6831 -2.6994 -1.4612
H 3.8507 -3.8572 0.5586
H 4.3206 -2.4836 1.5612
H 1.9081 -2.3971 1.0761
H 2.2278 -2.4551 -0.6591
*
```

Properties
Total energy in hartree: -1100.86698
Energy above the lowest of the compared OMol25 structures with the same formula, charge and spin in kJ/mol: 0.0
SMILES: CC[N+](C)(CC)CCOC(=O)[C@@](O)(c1ccccc1)C1CCCCC1
Molecular weight in g/mol: 348.51
Highest occupied orbital energy in eV: -11.7
LUMO energy in eV: -2.17

***

# 7
The following is a DFT calculation (ωB97M-V/def2-TZVPD) of C21H34PTl as an isolated structure.

The geometry in ORCA input format:
```
! wB97M-V def2-TZVPD RIJCOSX def2/J DEFGRID3
* xyz 2 1
C 1.5415 2.1701 -3.0113
H 2.5145 2.6541 -2.8648
H 1.5502 1.3654 -3.7502
H 1.2986 -0.3199 1.3182
C 0.3678 3.1082 -3.1232
H 0.1903 3.3821 -4.1805
H -0.5579 2.6112 -2.7895
C 0.5717 4.3857 -2.2982
H -0.2935 5.0467 -2.4161
H 0.6695 4.1734 -1.2263
H 1.4699 4.9260 -2.6219
C -0.8094 -1.8795 -0.6160
C -1.5054 -1.0547 -1.5355
C -0.6903 -0.8912 -2.6866
C 0.5398 -1.5672 -2.4494
C 0.4586 -2.1942 -1.1736
C 1.5249 -2.9970 -0.5356
C 1.7079 -1.5688 -3.3573
C -1.0381 -0.1633 -3.9231
C -2.8385 -0.4593 -1.3094
C -1.3413 -2.3188 0.6926
Tl 1.4223 0.9695 -0.8782
H 2.3809 -2.4046 -3.1269
H 1.3833 -1.6678 -4.4039
H 2.3028 -0.6410 -3.2886
H 2.1857 -3.4382 -1.2927
H 2.1548 -2.3996 0.1453
H 1.0909 -3.8177 0.0521
H -1.4685 -1.4751 1.3891
H -2.3307 -2.7876 0.5704
H -0.6796 -3.0538 1.1669
H -3.2924 -0.1423 -2.2552
H -3.5095 -1.1865 -0.8309
H -2.7878 0.4226 -0.6491
H -0.5900 0.8418 -3.9534
H -0.6834 -0.7118 -4.8077
H -2.1254 -0.0495 -4.0086
C 2.4361 1.1893 3.1706
P 1.3513 -0.1606 2.7363
C 1.9115 -1.6983 3.4513
C -0.3271 0.1762 3.2519
C -1.0580 -0.7378 4.0363
C -2.3931 -0.4704 4.3419
C -2.9883 0.7208 3.9153
C -2.2544 1.6422 3.1605
C -0.9303 1.3750 2.8203
H 3.3092 1.1644 2.5067
H 2.7617 1.0653 4.2109
H 1.9219 2.1519 3.0639
H 2.1686 -1.5394 4.5092
H 1.1405 -2.4775 3.3725
H 2.8042 -2.0299 2.9011
H -0.5835 -1.6494 4.4080
H -2.9643 -1.1980 4.9234
H -4.0257 0.9340 4.1788
H -2.7150 2.5791 2.8391
H -0.3493 2.0954 2.2309
*
```

Properties
Total energy in hartree: -1333.76384
Energy above the lowest of the compared OMol25 structures with the same formula, charge and spin in kJ/mol: 105.6
Molecular weight in g/mol: 521.86
Highest occupied orbital energy (spin up / spin down) in eV: -13.2 / -13.1
LUMO energy (spin up / spin down) in eV: -8.23 / -7.26